C5H11NO | the ωB97M-V functional and the def2-TZVPD basis

The geometry in ORCA input format:
```
! RIJCOSX wB97M-V def2-TZVPD def2/J DEFGRID3
* xyz 0 1
H 0.24958 2.22901 -1.89607
H -1.41198 1.62285 0.01926
O 0.45947 -0.85789 -0.69094
H 0.14976 -0.48726 2.38358
H 0.85148 0.73228 -2.65342
H 0.58977 -2.59954 0.30747
C -0.33449 -1.07850 1.59736
H 1.73343 -1.36181 0.86398
H -0.86535 0.88834 -2.22120
N -1.35050 -0.23234 0.98229
C 0.43635 0.55797 -0.54047
H 1.42607 0.88509 -0.18014
H -0.25601 1.49205 1.33983
C 0.15732 1.13765 -1.91353
C -0.67382 0.95479 0.47959
H -0.81487 -1.93174 2.08518
H -1.66805 -0.73623 0.15452
C 0.69734 -1.53308 0.53160
*
```

Computed properties:
- LUMO energy (eV) = 1.162
- HOMO energy (eV) = -8.9
- energy above the lowest of the compared OMol25 structures with the same formula, charge and spin (kcal/mol) = 31.5
- SMILES = C[C@H]1CNCCO1
- Kohn-Sham gap (eV) = 10.01